Density functional theory data (the ωB97M-V functional and the def2-TZVPD basis) for C10H17NO5Tl as an isolated structure.

Each line ends with the Mulliken charge.
Atoms and positions in Å:
Tl: -0.033 0.037 -0.149  0.722
O: -1.006 1.025 -1.850  -0.508
C: -0.676 0.644 -3.007  1.035
O: 1.293 -1.355 -1.317  -0.530
C: 1.051 -1.297 -2.541  0.519
O: 1.698 -2.142 -3.304  -0.334
N: 0.166 -0.474 -3.280  0.161
C: 1.259 -1.998 -4.686  -0.430
C: 0.417 -0.763 -4.729  -0.681
H: 0.664 -2.902 -4.890  0.278
H: 2.204 -1.932 -5.250  0.300
H: -0.526 -0.928 -5.252  0.392
H: 0.965 0.061 -5.198  0.375
C: -1.277 1.467 -4.018  -0.599
C: -1.450 2.797 -3.701  -0.759
H: -1.701 0.949 -4.863  0.356
H: -1.047 3.259 -2.800  0.259
H: -1.919 3.417 -4.458  0.313
C: 2.395 0.590 1.558  -0.768
O: 1.061 1.183 1.515  -0.333
C: 0.191 0.996 2.644  -0.410
C: -0.472 -0.445 2.750  -0.400
O: -1.240 -0.852 1.606  -0.332
C: -2.556 -0.249 1.397  -0.781
H: 2.878 0.669 0.574  0.241
H: 2.322 -0.477 1.807  0.370
H: 2.985 1.127 2.316  0.320
H: 0.791 1.211 3.556  0.404
H: -0.620 1.740 2.518  0.234
H: 0.341 -1.191 2.840  0.244
H: -1.154 -0.488 3.628  0.400
H: -3.228 -0.609 2.189  0.316
H: -2.478 0.848 1.425  0.366
H: -2.949 -0.523 0.406  0.258

Output
**Total charge**: +1
**LUMO level**: -3.587 eV
**Gap between HOMO and LUMO**: 6.29 eV
**HOMO energy**: -9.88 eV
**Energy**: -994.3174 Ha